(1)
The following is a quantum chemistry calculation of a single C4H7NO molecule, from the Open Molecules 2025 dataset.

Positions of all 13 atoms, in Å:
C -1.29 0.68 1.65
N -1.08 0.28 0.29
C -0.35 -0.69 0.02
C -0.12 -1.12 -1.40
C 1.07 -0.44 -2.03
O -0.81 -1.94 -1.94
H -2.34 0.53 1.89
H -0.66 0.12 2.36
H -1.08 1.74 1.73
H 0.16 -1.31 0.78
H 1.09 -0.62 -3.10
H 1.04 0.62 -1.82
H 1.98 -0.85 -1.59

As for the HOMO energy: -9.499 eV. As for the SMILES: C/N=C/C(C)=O. The calculation puts the energy above the lowest of the compared OMol25 structures with the same formula, charge and spin at 1.601 eV. The charge is 0. Its largest force on an atom is 0.8 eV Å⁻¹. Its HOMO-LUMO gap is 10.5 eV.

(2)
The following is a quantum chemistry calculation of a molecular structure, C4H7NO, from the Open Molecules 2025 dataset.

Positions of all 13 atoms, in Å:
C 0.96 0.25 1.58
C -1.14 0.41 0.86
C 0.24 0.38 -0.59
C 0.10 -0.79 -1.53
N -0.25 0.31 1.93
O 1.33 0.28 0.29
H 1.77 0.17 2.29
H -1.66 1.35 0.81
H -1.78 -0.46 0.76
H 0.21 1.36 -1.07
H -0.94 -1.03 -1.72
H 0.59 -1.66 -1.10
H 0.57 -0.57 -2.49

As for the HOMO energy: -9.052 eV. The calculation puts the energy above the lowest of the compared OMol25 structures with the same formula, charge and spin at 2.311 eV. The charge is 0. Its largest force on an atom is 3.9 eV Å⁻¹. Its HOMO-LUMO gap is 10.1 eV.

(3)
The following is a quantum chemistry calculation of 2 unconnected molecules or ions with the total composition C4H7NO, from the Open Molecules 2025 dataset.

Positions of all 13 atoms, in Å:
C -1.53 0.13 -1.35
O -1.19 1.40 -0.76
C 0.06 1.62 -0.51
C 1.69 -0.65 1.22
C 0.41 -1.35 1.16
N -0.62 -1.88 1.09
H -0.62 -0.43 -1.55
H -2.09 0.34 -2.26
H -2.16 -0.40 -0.63
H 0.05 2.65 -0.08
H 1.59 0.27 0.62
H 1.94 -0.41 2.25
H 2.48 -1.27 0.79

As for the HOMO energy: -8.880 eV. The calculation puts the energy above the lowest of the compared OMol25 structures with the same formula, charge and spin at 4.143 eV. The charge is 0. Its largest force on an atom is 1.1 eV Å⁻¹. Its HOMO-LUMO gap is 9.5 eV.

(4)
The following is a quantum chemistry calculation of a molecular structure, C4H7NO, from the Open Molecules 2025 dataset.

Positions of all 13 atoms, in Å:
C 0.23 1.76 -0.58
N 0.20 0.75 -1.62
C -0.80 0.66 -0.55
C -0.54 -0.11 0.70
C 0.14 -1.96 0.96
O 0.69 -0.68 0.59
H 1.03 1.73 0.16
H -0.08 2.76 -0.88
H 0.94 0.08 -1.42
H -1.82 0.93 -0.83
H -0.88 -1.13 1.55
H 0.72 -2.35 1.79
H 0.19 -2.61 0.07

As for the HOMO energy: -8.028 eV. The calculation puts the energy above the lowest of the compared OMol25 structures with the same formula, charge and spin at 7.208 eV. The charge is 0. Its largest force on an atom is 1.8 eV Å⁻¹. Its HOMO-LUMO gap is 8.5 eV.

(5)
The following is a quantum chemistry calculation of a single C4H7NO molecule, from the Open Molecules 2025 dataset.

Positions of all 13 atoms, in Å:
H -2.55 -2.03 0.20
N -2.51 -1.09 -0.21
C -1.41 -0.49 0.00
C -0.83 0.86 -0.36
C 0.48 0.39 0.42
C 1.88 0.02 -0.12
O -0.28 -0.87 0.68
H -1.37 1.67 0.14
H -0.74 1.02 -1.43
H 0.68 0.89 1.38
H 2.12 -0.93 0.37
H 2.70 0.70 0.15
H 1.95 -0.14 -1.20

As for the HOMO energy: -9.928 eV. As for the SMILES: [H]/N=C1/C[C@H](C)O1. The calculation puts the energy above the lowest of the compared OMol25 structures with the same formula, charge and spin at 1.695 eV. The charge is 0. Its largest force on an atom is 1.0 eV Å⁻¹. Its HOMO-LUMO gap is 10.9 eV.

(6)
The following is a quantum chemistry calculation of a single C4H7NO molecule, from the Open Molecules 2025 dataset.

Positions of all 13 atoms, in Å:
C -1.68 -0.18 0.21
N -0.83 1.38 0.27
C -0.47 0.43 -0.61
C 0.80 -0.39 -0.44
C 1.90 0.16 0.35
O 1.06 -0.86 0.87
H -1.29 -1.14 0.57
H -2.58 -0.23 -0.41
H -1.84 0.39 1.14
H -0.76 0.53 -1.67
H 1.01 -1.11 -1.23
H 2.93 -0.13 0.14
H 1.75 1.14 0.81

As for the HOMO energy: -8.492 eV. The calculation puts the energy above the lowest of the compared OMol25 structures with the same formula, charge and spin at 5.790 eV. The charge is 0. Its largest force on an atom is 0.4 eV Å⁻¹. Its HOMO-LUMO gap is 9.3 eV.

(7)
The following is a quantum chemistry calculation of a molecular structure, C4H7NO, from the Open Molecules 2025 dataset.

Positions of all 13 atoms, in Å:
O 1.72 0.06 0.95
C 1.12 0.28 -0.31
C 0.24 -0.82 -0.66
C -1.49 -0.53 0.34
C -1.49 0.87 0.32
N -0.92 1.89 0.16
H 2.00 0.92 1.29
H 1.80 0.69 -1.06
H 0.31 1.23 -0.26
H 0.37 -1.79 -0.20
H 0.01 -0.85 -1.73
H -1.37 -0.92 1.36
H -2.29 -1.04 -0.21

As for the HOMO energy: -9.373 eV. The calculation puts the energy above the lowest of the compared OMol25 structures with the same formula, charge and spin at 3.626 eV. The charge is 0. Its largest force on an atom is 2.6 eV Å⁻¹. Its HOMO-LUMO gap is 10.3 eV.

(8)
The following is a quantum chemistry calculation of a single C4H7NO molecule, from the Open Molecules 2025 dataset.

Positions of all 13 atoms, in Å:
C 0.31 1.84 0.07
N 0.92 1.01 -0.69
C 1.29 -0.21 -0.03
C 0.01 -0.80 -0.53
C -1.21 -0.51 0.02
O -1.98 -1.57 0.37
H 0.48 1.86 1.14
H -0.26 2.63 -0.41
H 1.31 -0.18 1.08
H 2.18 -0.72 -0.40
H 0.06 -1.52 -1.34
H -1.76 0.44 0.09
H -1.34 -2.25 0.63

As for the HOMO energy (spin up / spin down): -7.903 / -7.903 eV. As for the SMILES: C=NC/C=C/O. The calculation puts the energy above the lowest of the compared OMol25 structures with the same formula, charge and spin at 4.523 eV. The charge is 0. Its largest force on an atom is 1.4 eV Å⁻¹. Its HOMO-LUMO gap (spin up / spin down) is 8.5 / 8.5 eV.

(9)
The following is a quantum chemistry calculation of a single C4H7NO molecule, from the Open Molecules 2025 dataset.

Positions of all 13 atoms, in Å:
N 1.68 -2.16 0.82
C 1.36 -1.34 0.07
C 0.93 -0.31 -0.84
C -0.56 -0.02 -0.71
C -0.91 0.58 0.61
O -0.14 1.72 0.86
H 1.49 0.61 -0.63
H 1.17 -0.63 -1.86
H -0.83 0.72 -1.47
H -1.16 -0.91 -0.90
H -1.99 0.73 0.71
H -0.72 -0.31 1.46
H -0.31 1.33 1.89

As for the HOMO energy: -10.675 eV. As for the SMILES: N#CCCCO. The calculation puts the energy above the lowest of the compared OMol25 structures with the same formula, charge and spin at 2.482 eV. The charge is 0. Its largest force on an atom is 5.7 eV Å⁻¹. Its HOMO-LUMO gap is 11.4 eV.

(10)
The following is a quantum chemistry calculation of a single C4H7NO molecule, from the Open Molecules 2025 dataset.

Positions of all 13 atoms, in Å:
O 2.39 1.26 -0.27
C 1.82 0.24 -0.60
N 0.47 0.06 -0.76
C -0.56 1.02 -0.30
C -1.36 -0.18 0.26
C -0.13 -1.06 -0.01
H 2.36 -0.71 -0.81
H -0.17 1.72 0.45
H -1.05 1.57 -1.11
H -1.66 -0.11 1.30
H -2.23 -0.45 -0.35
H -0.27 -1.99 -0.58
H 0.44 -1.26 0.90

As for the HOMO energy: -9.617 eV. As for the SMILES: O=CN1CCC1. The calculation puts the energy above the lowest of the compared OMol25 structures with the same formula, charge and spin at 1.505 eV. The charge is 0. Its largest force on an atom is 0.5 eV Å⁻¹. Its HOMO-LUMO gap is 10.6 eV.

(11)
The following is a quantum chemistry calculation of a single C4H7NO molecule, from the Open Molecules 2025 dataset.

Positions of all 13 atoms, in Å:
C 2.19 0.02 0.05
C 0.72 -0.05 0.08
N 0.05 -1.15 0.03
O -1.32 -0.90 -0.14
C -1.62 0.54 0.17
C -0.15 1.13 -0.16
H 2.63 -0.13 1.07
H 2.47 1.09 -0.22
H 2.57 -0.69 -0.75
H -1.97 0.78 1.29
H -2.49 0.87 -0.46
H -0.06 1.48 -1.30
H 0.19 2.07 0.47

As for the HOMO energy: -9.104 eV. As for the SMILES: CC1=NOCC1. The calculation puts the energy above the lowest of the compared OMol25 structures with the same formula, charge and spin at 3.247 eV. The charge is 0. Its largest force on an atom is 3.4 eV Å⁻¹. Its HOMO-LUMO gap is 10.0 eV.

(12)
The following is a quantum chemistry calculation of a single C4H7NO molecule, from the Open Molecules 2025 dataset.

Positions of all 13 atoms, in Å:
C 1.43 0.65 0.68
N 1.01 -0.39 1.25
C -0.27 -0.96 0.84
C -1.02 -0.21 -0.27
C -0.05 0.60 -1.14
O 0.88 1.34 -0.36
H 2.35 1.13 1.00
H -0.89 -0.99 1.74
H -0.09 -2.01 0.57
H -1.77 0.46 0.15
H -1.55 -0.92 -0.92
H 0.52 -0.06 -1.81
H -0.58 1.34 -1.74

As for the HOMO energy: -9.644 eV. As for the SMILES: C1=NCCCO1. The calculation puts the energy above the lowest of the compared OMol25 structures with the same formula, charge and spin at 1.192 eV. The charge is 0. Its largest force on an atom is 0.5 eV Å⁻¹. Its HOMO-LUMO gap is 10.6 eV.